Arrangement P

DFT (ωB97M-V/def2-TZVPD) results for 14 unconnected molecules or ions with the total composition C31H93N3O14.

Computed properties:
Kohn-Sham gap: 9.6 eV

Geometry as XYZ:
```
141
C31H93N3O14 ωB97M-V/def2-TZVPD
C -0.312 -2.352 -3.915
C -0.958 -3.687 -3.672
C -0.137 -4.518 -2.686
O -2.358 -3.579 -3.259
H -0.834 -1.755 -4.640
H 0.718 -2.474 -4.181
H -0.440 -1.832 -2.930
H -1.030 -4.259 -4.624
H -0.237 -3.972 -1.696
H 0.914 -4.393 -2.855
H -0.439 -5.540 -2.589
H -2.450 -2.614 -3.144
C 4.080 1.522 0.434
C 5.499 1.878 -0.059
C 6.298 0.660 -0.505
O 5.368 2.839 -1.099
H 3.652 0.963 -0.384
H 3.476 2.439 0.508
H 4.027 0.937 1.380
H 5.994 2.317 0.815
H 7.240 0.979 -0.899
H 5.759 0.141 -1.324
H 6.366 -0.018 0.326
H 5.355 2.350 -1.939
C 4.757 -2.169 -4.405
C 4.186 -3.300 -3.555
C 3.689 -2.709 -2.208
O 3.015 -3.922 -4.136
H 3.963 -1.429 -4.562
H 5.248 -2.456 -5.334
H 5.600 -1.600 -3.919
H 4.929 -4.109 -3.361
H 3.232 -1.743 -2.498
H 4.597 -2.451 -1.549
H 2.983 -3.356 -1.690
H 3.331 -4.455 -4.879
C 1.641 3.636 -3.889
C 2.641 2.678 -3.262
C 2.397 1.259 -3.854
O 3.977 3.027 -3.634
H 1.783 3.725 -4.942
H 1.598 4.652 -3.495
H 0.655 3.158 -3.840
H 2.552 2.661 -2.169
H 1.323 1.030 -3.926
H 2.881 0.410 -3.363
H 2.831 1.376 -4.870
H 4.360 3.706 -3.082
C -0.297 -0.537 1.407
C 0.980 -0.200 0.696
C 2.037 -1.163 1.073
O 2.454 -0.812 2.386
C 3.350 -1.712 2.972
N 0.704 -0.003 -0.690
H -1.024 0.162 1.178
H -0.068 -0.697 2.466
H -0.714 -1.481 1.019
H 1.357 0.757 1.100
H 2.865 -1.243 0.313
H 1.455 -2.148 1.141
H 4.144 -1.982 2.258
H 2.846 -2.660 3.244
H 3.837 -1.202 3.797
H 0.344 -0.865 -1.075
H 1.577 0.123 -1.143
C -3.386 1.906 -1.975
C -3.489 3.121 -2.927
C -3.948 2.636 -4.294
O -3.011 1.825 -4.989
C -1.792 2.469 -5.370
N -4.546 4.072 -2.582
H -4.307 1.333 -1.833
H -3.080 2.082 -0.915
H -2.610 1.215 -2.264
H -2.629 3.715 -3.058
H -4.268 3.527 -4.824
H -4.836 1.988 -4.216
H -1.342 2.909 -4.488
H -1.999 3.296 -6.068
H -1.112 1.716 -5.806
H -4.145 4.797 -1.986
H -5.338 3.826 -1.961
C -4.450 -1.786 1.116
C -5.166 -0.566 0.583
C -6.666 -0.842 0.458
O -7.322 0.354 0.092
C -8.718 0.496 0.468
N -4.855 0.612 1.451
H -4.766 -1.964 2.099
H -3.352 -1.692 1.081
H -4.683 -2.633 0.444
H -4.742 -0.180 -0.383
H -7.078 -1.136 1.438
H -6.885 -1.673 -0.214
H -8.822 0.416 1.541
H -9.293 -0.374 0.229
H -9.136 1.423 0.107
H -5.073 0.313 2.392
H -5.545 1.397 1.456
C 0.576 1.430 4.137
O 1.212 0.491 4.990
H -0.383 1.003 3.769
H 0.464 2.416 4.732
H 1.237 1.604 3.267
H 0.879 -0.373 4.786
C -2.852 2.946 3.292
O -2.431 1.695 2.745
H -3.795 3.362 2.923
H -2.870 2.911 4.375
H -2.081 3.717 3.037
H -3.126 1.417 2.117
C 4.198 2.554 4.849
O 4.228 1.195 5.165
H 3.582 3.109 5.663
H 5.216 2.988 4.930
H 3.708 2.837 3.871
H 3.303 0.930 5.043
C -2.450 -1.027 5.476
O -1.973 -0.803 4.167
H -1.653 -1.193 6.164
H -3.112 -0.177 5.747
H -3.088 -1.924 5.597
H -2.072 0.094 3.838
C -0.090 3.329 0.268
O -0.189 3.120 -1.106
H 0.754 2.837 0.752
H -0.004 4.393 0.431
H -0.924 2.923 0.806
H -0.054 2.162 -1.197
C -0.377 -4.775 2.097
O -0.630 -3.918 3.167
H 0.466 -4.419 1.472
H -0.031 -5.740 2.489
H -1.273 -4.922 1.420
H -1.052 -3.100 2.816
C 1.768 -3.362 6.021
O 1.194 -2.645 4.913
H 1.162 -3.192 6.909
H 2.049 -4.417 5.872
H 2.679 -2.818 6.176
H 0.658 -3.238 4.433
```

=====

Arrangement Q

DFT (ωB97M-V/def2-TZVPD) results for 14 unconnected molecules or ions with the total composition C31H93N3O14.

Computed properties:
Kohn-Sham gap: 9.4 eV

Geometry as XYZ:
```
141
C31H93N3O14 ωB97M-V/def2-TZVPD
C 2.216 -4.689 2.331
C 1.428 -3.550 2.932
O 1.889 -3.389 4.243
H 3.286 -4.508 2.440
H 2.080 -4.657 1.250
H 1.917 -5.665 2.716
H 0.408 -3.927 2.998
H 1.543 -2.614 2.385
H 1.705 -2.464 4.423
C -2.622 -5.036 -2.002
C -2.438 -3.654 -2.570
O -1.088 -3.516 -2.972
H -3.697 -5.208 -1.955
H -2.260 -5.072 -0.974
H -2.161 -5.748 -2.686
H -2.566 -2.904 -1.790
H -3.142 -3.491 -3.385
H -0.933 -2.622 -3.286
C 3.834 1.015 -2.839
C 3.884 0.125 -4.061
O 2.680 0.236 -4.798
H 3.301 1.952 -2.999
H 4.827 1.248 -2.454
H 3.255 0.448 -2.110
H 4.076 -0.912 -3.786
H 4.685 0.505 -4.695
H 2.861 0.618 -5.660
C 4.643 -1.340 2.146
C 5.156 -0.405 1.026
O 6.541 -0.611 0.807
H 4.538 -2.357 1.767
H 3.712 -1.067 2.643
H 5.378 -1.455 2.942
H 5.015 0.643 1.291
H 4.523 -0.497 0.143
H 6.802 0.104 0.222
C 2.517 -2.732 -1.929
C 1.931 -4.117 -1.991
O 0.848 -4.311 -1.174
H 1.869 -1.900 -2.203
H 3.422 -2.634 -2.530
H 2.758 -2.539 -0.884
H 2.710 -4.836 -1.740
H 1.676 -4.319 -3.031
H 0.101 -4.072 -1.728
C 2.374 6.045 0.403
C 1.918 5.826 -1.054
O 2.849 5.048 -1.801
H 3.300 6.619 0.442
H 2.466 5.079 0.899
H 1.508 6.488 0.895
H 1.909 6.783 -1.575
H 0.963 5.304 -0.989
H 2.492 5.019 -2.692
C 2.633 1.208 4.311
C 2.278 -0.119 4.966
O 1.140 -0.709 4.414
H 1.881 1.971 4.111
H 3.236 1.073 3.413
H 3.382 1.799 4.838
H 2.037 0.229 5.971
H 3.125 -0.801 5.038
H 0.498 0.003 4.358
C -2.160 3.188 4.099
C -1.882 1.872 4.823
O -0.989 1.051 4.071
H -1.244 3.759 3.952
H -2.745 3.878 4.707
H -2.725 3.084 3.172
H -2.841 1.391 5.014
H -1.427 2.102 5.786
H -1.282 0.938 3.164
C -0.786 -1.544 -5.996
C -1.224 -0.428 -5.074
C -2.718 -0.125 -5.237
O -3.075 0.309 -6.584
C -4.401 0.854 -6.613
N -0.709 -0.846 -3.757
H 0.297 -1.662 -5.961
H -1.101 -1.303 -7.011
H -1.252 -2.508 -5.791
H -0.600 0.402 -5.405
H -3.013 0.552 -4.435
H -3.234 -1.034 -4.927
H -4.545 1.131 -7.657
H -4.492 1.799 -6.078
H -5.129 0.095 -6.325
H -0.842 -0.063 -3.133
H 0.297 -0.889 -3.846
C -6.721 0.564 1.966
C -6.643 0.214 3.460
C -5.233 -0.201 3.894
O -4.783 -1.244 3.063
C -3.434 -1.681 3.364
N -7.028 1.399 4.117
H -7.616 1.110 1.665
H -6.665 -0.299 1.302
H -5.978 1.277 1.609
H -7.281 -0.626 3.734
H -5.201 -0.704 4.861
H -4.596 0.677 3.784
H -2.730 -0.851 3.430
H -3.030 -2.371 2.623
H -3.499 -2.254 4.289
H -6.371 2.133 3.895
H -6.817 1.348 5.103
C -0.254 -1.597 0.054
C -0.261 -0.530 1.171
C 0.882 0.479 1.140
O 0.906 1.164 -0.128
C 1.906 2.154 -0.184
N -1.499 0.239 1.188
H 0.769 -1.953 -0.064
H -0.478 -1.106 -0.893
H -0.962 -2.405 0.243
H -0.134 -1.073 2.107
H 1.864 0.066 1.367
H 0.702 1.234 1.905
H 1.938 2.647 -1.156
H 2.904 1.722 -0.114
H 1.834 2.932 0.576
H -2.233 -0.437 1.033
H -1.471 0.807 0.354
C 5.740 3.643 0.610
O 7.017 3.011 0.714
H 5.263 3.527 -0.363
H 5.016 3.276 1.337
H 5.717 4.704 0.858
H 7.365 3.253 1.576
C -4.253 -0.420 -0.374
O -3.686 -1.450 0.441
H -5.148 -0.781 -0.879
H -4.512 0.508 0.137
H -3.624 -0.039 -1.179
H -4.301 -1.757 1.111
C -0.488 2.339 -2.985
O -1.028 1.489 -2.010
H -1.199 2.646 -3.752
H -0.008 3.151 -2.439
H 0.366 1.903 -3.503
H -0.302 1.219 -1.442
```

=====

Which of them is the most stable? Correct choice: arrangement Q.

=====

Arrangement P

DFT (ωB97M-V/def2-TZVPD) results for 5 unconnected molecules or ions with the total composition C16H39BrO7S.

Computed properties:
SMILES: O=S1(=O)CCC[C@@H](Br)O1.CC(C)O.CC(C)O.CC(C)O.CC(C)O
Kohn-Sham gap: 10.5 eV

Geometry as XYZ:
```
64
C16H39BrO7S ωB97M-V/def2-TZVPD
O -2.012 1.387 1.660
S -2.695 0.947 0.486
O -3.983 0.344 0.578
C -2.699 2.256 -0.700
C -1.258 2.590 -1.082
C -0.654 1.371 -1.770
C -0.531 0.196 -0.824
Br 0.850 0.474 0.529
O -1.791 -0.159 -0.264
H -3.248 3.078 -0.248
H -3.262 1.895 -1.560
H -0.696 2.829 -0.177
H -1.236 3.463 -1.733
H -1.343 1.034 -2.552
H 0.304 1.559 -2.251
H -0.196 -0.690 -1.348
C 6.309 -1.687 1.405
C 4.909 -1.100 1.492
C 3.915 -2.084 2.085
O 4.471 -0.647 0.211
H 6.305 -2.573 0.763
H 7.004 -0.962 0.983
H 6.670 -1.989 2.389
H 4.935 -0.196 2.104
H 3.845 -2.977 1.456
H 2.923 -1.636 2.142
H 4.213 -2.406 3.083
H 4.423 -1.414 -0.370
C -7.183 3.167 -1.941
C -6.212 4.257 -1.521
C -6.686 5.642 -1.925
O -4.906 3.996 -2.043
H -7.296 3.162 -3.029
H -6.819 2.189 -1.627
H -8.168 3.329 -1.502
H -6.079 4.221 -0.437
H -6.786 5.704 -3.013
H -5.973 6.401 -1.604
H -7.658 5.867 -1.485
H -4.962 4.021 -3.005
C 1.601 -3.056 6.687
C 1.913 -2.949 5.203
C 0.668 -2.669 4.380
O 2.580 -4.123 4.737
H 0.904 -3.880 6.866
H 2.510 -3.249 7.257
H 1.143 -2.139 7.059
H 2.637 -2.146 5.046
H -0.053 -3.484 4.494
H 0.917 -2.584 3.322
H 0.185 -1.743 4.696
H 1.980 -4.868 4.850
C 2.267 -2.384 -4.964
C 1.884 -1.114 -4.226
C 2.851 -0.778 -3.104
O 0.547 -1.211 -3.722
H 2.268 -3.235 -4.276
H 1.556 -2.593 -5.763
H 3.265 -2.300 -5.397
H 1.849 -0.282 -4.933
H 2.843 -1.575 -2.354
H 2.552 0.146 -2.607
H 3.872 -0.663 -3.468
H 0.518 -1.979 -3.138
```

=====

Arrangement Q

DFT (ωB97M-V/def2-TZVPD) results for 5 unconnected molecules or ions with the total composition C16H39BrO7S.

Computed properties:
SMILES: O=S1(=O)CCC[C@@H](Br)O1.CC(C)O.CC(C)O.CC(C)O.CC(C)O
Kohn-Sham gap: 10.3 eV

Geometry as XYZ:
```
64
C16H39BrO7S ωB97M-V/def2-TZVPD
O -3.026 -1.165 0.063
S -3.021 0.391 0.052
O -4.296 0.864 -0.741
C -3.293 1.012 1.837
C -1.885 0.603 2.638
C -0.693 1.469 1.848
C -0.443 0.926 0.299
Br 0.332 -0.958 0.259
O -1.605 1.093 -0.587
H -4.249 0.559 2.337
H -3.391 2.181 1.836
H -1.774 -0.565 2.472
H -1.929 0.837 3.784
H -1.137 2.562 1.730
H 0.298 1.543 2.468
H 0.425 1.607 -0.155
C 5.739 -3.229 -0.716
C 4.246 -2.971 -0.586
C 3.609 -2.713 -1.942
O 4.034 -1.843 0.258
H 6.251 -2.362 -1.149
H 6.187 -3.401 0.269
H 5.936 -4.101 -1.347
H 3.764 -3.832 -0.111
H 4.045 -1.828 -2.418
H 2.537 -2.517 -1.832
H 3.741 -3.570 -2.610
H 4.459 -1.074 -0.156
C -6.985 3.389 2.203
C -6.613 2.216 3.095
C -7.316 2.298 4.441
O -5.202 2.205 3.299
H -6.686 4.339 2.661
H -6.462 3.323 1.243
H -8.062 3.416 2.015
H -6.879 1.277 2.598
H -7.029 3.209 4.978
H -7.029 1.453 5.077
H -8.403 2.292 4.320
H -4.957 3.035 3.740
C 0.710 -5.319 -5.522
C 1.346 -4.249 -4.649
C 0.360 -3.137 -4.328
O 2.475 -3.699 -5.322
H 0.381 -4.899 -6.479
H 1.434 -6.106 -5.754
H -0.153 -5.773 -5.024
H 1.707 -4.700 -3.718
H 0.019 -2.640 -5.243
H 0.835 -2.368 -3.709
H -0.514 -3.525 -3.795
H 2.164 -3.296 -6.150
C 4.553 4.190 0.690
C 3.494 3.371 1.410
C 3.833 1.889 1.392
O 2.231 3.574 0.781
H 4.630 3.894 -0.362
H 4.290 5.253 0.700
H 5.534 4.068 1.160
H 3.403 3.715 2.446
H 3.884 1.511 0.364
H 3.056 1.310 1.903
H 4.792 1.697 1.883
H 2.302 3.271 -0.140
```

=====

Which of them is the most stable? Correct choice: arrangement P.